{"formula": "C20H18ClN5O2PtS2", "method": "ωB97M-V/def2-TZVPD", "symbols": ["Pt", "N", "C", "C", "C", "C", "C", "C", "S", "O", "O", "N", "C", "N", "C", "C", "C", "N", "H", "H", "H", "H", "H", "H", "H", "H", "H", "Cl", "C", "C", "C", "C", "C", "C", "C", "H", "H", "H", "H", "H", "H", "S", "C", "C", "N", "C", "H", "H", "H"], "positions_angstrom": [[0.524, 1.290, -0.551], [-4.884, -3.997, 0.694], [-3.809, -3.197, 0.818], [-2.591, -3.708, 1.319], [-1.498, -2.897, 1.455], [-1.589, -1.550, 1.076], [-2.780, -1.024, 0.566], [-3.877, -1.838, 0.443], [-0.202, -0.586, 1.277], [-0.648, 0.897, 1.066], [0.494, -0.837, 2.488], [0.760, -0.637, -0.079], [2.067, -1.178, 0.101], [3.092, -0.422, -0.253], [4.296, -0.985, -0.095], [4.457, -2.254, 0.423], [3.299, -2.934, 0.769], [2.091, -2.404, 0.595], [-4.857, -4.951, 1.007], [-5.770, -3.634, 0.393], [-2.529, -4.748, 1.608], [-0.569, -3.291, 1.847], [-2.845, 0.019, 0.288], [-4.808, -1.435, 0.066], [5.150, -0.386, -0.388], [5.434, -2.694, 0.554], [3.333, -3.933, 1.185], [-2.146, 3.898, 3.612], [-1.263, 3.750, 2.192], [-1.955, 3.750, 0.958], [-1.251, 3.606, -0.193], [0.186, 3.446, -0.159], [0.926, 3.276, -1.338], [0.856, 3.513, 1.125], [0.142, 3.651, 2.272], [-3.029, 3.868, 0.957], [-1.752, 3.610, -1.153], [1.996, 3.437, -1.310], [0.445, 3.406, -2.300], [1.937, 3.446, 1.152], [0.623, 3.679, 3.239], [2.791, 0.552, -4.430], [1.303, -0.278, -4.350], [0.665, 0.007, -3.193], [1.358, 0.891, -2.388], [2.506, 1.244, -2.924], [0.973, -0.927, -5.144], [-0.281, -0.389, -2.863], [3.226, 1.877, -2.433]], "nbo_charge": [1.01, -0.74, 0.25, -0.27, -0.12, -0.43, -0.15, -0.27, 2.28, -0.91, -0.84, -0.86, 0.52, -0.51, 0.10, -0.30, 0.12, -0.46, 0.41, 0.41, 0.24, 0.25, 0.23, 0.23, 0.21, 0.25, 0.22, 0.22, 0.13, -0.26, -0.04, -0.21, -0.31, -0.04, -0.26, 0.27, 0.25, 0.25, 0.26, 0.26, 0.27, 0.62, -0.42, -0.04, -0.47, -0.14, 0.29, 0.25, 0.26], "e_above_lowest_kj_mol": 19.4, "energy_ha": -2572.47991, "charge": 2, "multiplicity": 1, "homo_lumo_gap_ha": 0.1785, "homo_energy_ha": -0.489}

=====

{"formula": "C20H18ClN5O4S", "method": "ωB97M-V/def2-TZVPD", "symbols": ["C", "N", "C", "N", "N", "C", "C", "N", "C", "O", "C", "C", "C", "C", "C", "C", "H", "O", "C", "O", "H", "H", "H", "H", "H", "H", "H", "S", "C", "C", "O", "N", "C", "C", "C", "C", "C", "C", "Cl", "H", "H", "H", "H", "H", "H", "H", "H", "H", "H"], "positions_angstrom": [[-0.121, -1.001, -2.510], [0.508, -0.465, -1.379], [1.469, -0.909, -0.602], [1.604, -0.253, 0.427], [0.773, 0.672, 0.189], [-0.012, 0.635, -0.696], [-1.085, 1.560, -1.039], [-2.275, 1.478, -0.646], [-3.247, 0.645, -1.119], [-3.043, 0.060, -2.132], [-4.446, 0.608, -0.140], [-4.411, 0.483, 1.127], [-5.407, -0.022, 1.906], [-6.604, 0.052, 1.408], [-6.720, -0.045, -0.153], [-5.677, 0.149, -0.685], [-5.619, 0.013, -1.834], [-8.042, -0.310, -0.318], [-8.630, -0.307, 0.734], [-7.890, -0.221, 2.017], [-9.239, -1.420, 0.732], [-9.644, 0.445, 1.008], [-5.374, 0.249, 3.150], [-3.417, 0.561, 1.897], [-2.343, 1.982, 0.172], [-0.573, 2.725, -0.997], [-1.162, 1.387, -2.279], [2.111, -2.365, -0.912], [2.874, -2.765, 0.817], [4.396, -2.182, 0.732], [5.346, -2.753, 0.591], [4.339, -0.813, 0.519], [5.515, 0.088, 0.589], [6.762, -0.531, 0.767], [7.823, 0.400, 0.717], [7.699, 2.007, 0.458], [6.401, 2.278, 0.023], [5.300, 1.422, 0.530], [3.687, 2.061, -0.027], [6.083, 3.438, 0.054], [8.573, 2.407, 0.524], [8.714, 0.165, 1.127], [6.843, -1.487, 1.043], [3.411, -0.457, 0.685], [2.921, -3.742, 0.794], [2.499, -2.321, 1.460], [0.055, -2.190, -2.542], [0.485, -0.729, -3.417], [-1.210, -0.681, -2.773]], "nbo_charge": [-0.46, -0.37, 0.15, -0.34, -0.29, 0.30, -0.21, -0.63, 0.71, -0.60, -0.18, -0.13, -0.32, 0.30, 0.25, -0.26, 0.24, -0.46, 0.27, -0.47, 0.12, 0.14, 0.23, 0.22, 0.40, 0.23, 0.20, 0.28, -0.45, 0.71, -0.56, -0.68, 0.14, -0.24, -0.14, -0.19, -0.20, -0.05, -0.05, 0.22, 0.20, 0.18, 0.25, 0.43, 0.22, 0.17, 0.22, 0.20, 0.28], "energy_ha": -2205.45779, "charge": 0, "multiplicity": 1, "homo_lumo_gap_ha": 0.3124, "homo_energy_ha": -0.304}

=====

{"formula": "C20H18F3N3O6S", "method": "ωB97M-V/def2-TZVPD", "symbols": ["C", "C", "C", "N", "C", "C", "C", "C", "C", "C", "F", "F", "F", "C", "S", "O", "O", "C", "C", "C", "C", "C", "C", "O", "O", "C", "C", "O", "N", "C", "N", "O", "C", "H", "H", "H", "H", "H", "H", "H", "H", "H", "H", "H", "H", "H", "H", "H", "H", "H", "H"], "positions_angstrom": [[-4.854, -3.044, -1.612], [-3.748, -2.444, -1.215], [-3.573, -0.955, -1.189], [-3.335, -0.491, 0.168], [-2.193, -0.922, 0.861], [-2.258, -1.019, 2.250], [-1.128, -1.334, 2.983], [0.087, -1.557, 2.354], [0.143, -1.477, 0.973], [1.427, -1.661, 0.221], [1.439, -2.788, -0.513], [2.517, -1.703, 0.994], [1.627, -0.650, -0.655], [-0.984, -1.173, 0.221], [-3.641, 1.155, 0.404], [-4.766, 1.507, -0.406], [-3.688, 1.411, 1.807], [-2.138, 1.849, -0.286], [-2.090, 2.226, -1.616], [-0.870, 2.572, -2.180], [0.291, 2.499, -1.428], [0.235, 2.106, -0.093], [1.445, 1.927, 0.747], [1.443, 1.358, 1.807], [2.549, 2.460, 0.192], [3.753, 2.323, 0.932], [4.536, 1.048, 0.599], [5.354, 0.603, 1.373], [4.251, 0.536, -0.619], [4.731, -0.664, -1.218], [5.603, -1.347, -0.469], [4.344, -0.957, -2.320], [-0.995, 1.793, 0.483], [-4.943, -4.116, -1.625], [-5.711, -2.485, -1.948], [-2.897, -3.017, -0.873], [-2.760, -0.659, -1.870], [-4.489, -0.457, -1.510], [-3.196, -0.813, 2.738], [-1.190, -1.397, 4.058], [0.977, -1.774, 2.922], [-0.896, -1.111, -0.853], [-3.007, 2.250, -2.184], [-0.824, 2.880, -3.213], [1.243, 2.739, -1.874], [4.373, 3.189, 0.685], [3.541, 2.315, 2.006], [3.545, 0.999, -1.180], [5.830, -1.023, 0.462], [5.940, -2.228, -0.813], [-1.050, 1.517, 1.524]], "nbo_charge": [-0.36, -0.19, -0.27, -0.69, 0.20, -0.21, -0.20, -0.16, -0.14, 0.98, -0.32, -0.32, -0.34, -0.24, 2.32, -0.93, -0.92, -0.28, -0.19, -0.22, -0.14, -0.18, 0.80, -0.58, -0.52, -0.18, 0.67, -0.61, -0.66, 0.79, -0.83, -0.62, -0.16, 0.20, 0.19, 0.20, 0.19, 0.25, 0.25, 0.22, 0.24, 0.23, 0.24, 0.23, 0.23, 0.22, 0.24, 0.43, 0.43, 0.41, 0.26], "e_above_lowest_kj_mol": 2.6, "energy_ha": -2086.50145, "smiles": "C=CCN(c1cccc(C(F)(F)F)c1)S(=O)(=O)c1cccc(C(=O)OCC(=O)NC(N)=O)c1", "charge": 0, "multiplicity": 1, "homo_lumo_gap_ha": 0.3348, "homo_energy_ha": -0.344}

=====

{"formula": "C20H18F3NO5", "method": "ωB97M-V/def2-TZVPD", "symbols": ["C", "O", "C", "N", "C", "C", "C", "O", "C", "O", "O", "C", "F", "F", "F", "C", "C", "C", "C", "C", "O", "C", "C", "C", "C", "C", "C", "C", "C", "H", "H", "H", "H", "H", "H", "H", "H", "H", "H", "H", "H", "H", "H", "H", "H", "H", "H"], "positions_angstrom": [[-1.874, -1.895, -2.471], [-0.507, -1.481, -2.672], [0.172, -1.126, -1.450], [-0.317, 0.149, -0.917], [-0.804, 1.193, -1.682], [-1.126, 2.261, -0.874], [-1.835, 3.545, -1.261], [-0.914, 4.625, -0.921], [-3.176, 3.613, -0.452], [-3.458, 4.719, 0.006], [-3.959, 2.502, -0.272], [-2.317, 3.632, -2.787], [-2.900, 4.840, -2.969], [-3.162, 2.606, -3.123], [-1.256, 3.574, -3.646], [-0.759, 1.838, 0.469], [-0.843, 2.520, 1.682], [-0.447, 1.949, 2.870], [-0.049, 0.600, 2.831], [0.004, -0.125, 1.618], [0.480, -1.408, 1.546], [1.575, -1.756, 2.367], [2.514, -2.682, 1.650], [3.611, -2.156, 0.950], [4.486, -3.045, 0.277], [4.207, -4.406, 0.267], [3.069, -4.899, 0.913], [2.247, -4.035, 1.598], [-0.341, 0.536, 0.417], [-2.176, -2.481, -3.314], [-2.510, -1.009, -2.350], [-1.971, -2.468, -1.514], [1.241, -1.030, -1.647], [0.081, -1.930, -0.698], [-0.917, 1.195, -2.766], [-1.452, 5.378, -0.561], [-4.730, 2.804, 0.238], [-1.201, 3.553, 1.689], [-0.448, 2.459, 3.816], [0.202, 0.121, 3.775], [1.165, -2.225, 3.259], [2.118, -0.852, 2.669], [3.828, -1.093, 0.910], [5.370, -2.604, -0.190], [4.904, -5.083, -0.212], [2.827, -5.957, 0.840], [1.348, -4.467, 2.092]], "nbo_charge": [-0.26, -0.54, 0.11, -0.39, 0.02, -0.14, 0.09, -0.68, 0.77, -0.60, -0.66, 0.97, -0.31, -0.32, -0.32, -0.09, -0.20, -0.22, -0.29, 0.28, -0.53, -0.10, 0.03, -0.23, -0.21, -0.21, -0.19, -0.24, 0.15, 0.20, 0.18, 0.17, 0.19, 0.20, 0.24, 0.50, 0.50, 0.22, 0.22, 0.22, 0.18, 0.19, 0.22, 0.22, 0.22, 0.22, 0.22], "e_above_lowest_kj_mol": 0.0, "energy_ha": -1503.47329, "smiles": "COCn1cc([C@](O)(C(=O)O)C(F)(F)F)c2cccc(OCc3ccccc3)c21", "charge": 0, "multiplicity": 1, "homo_lumo_gap_ha": 0.3129, "homo_energy_ha": -0.291}

=====

{"formula": "C20H18N4O2", "method": "ωB97M-V/def2-TZVPD", "symbols": ["C", "C", "N", "C", "C", "C", "C", "C", "O", "C", "O", "C", "C", "C", "C", "C", "C", "C", "C", "C", "C", "N", "N", "C", "C", "N", "H", "H", "H", "H", "H", "H", "H", "H", "H", "H", "H", "H", "H", "H", "H", "H", "H", "H"], "positions_angstrom": [[-3.247, 1.703, 0.553], [-2.320, 0.669, 1.109], [-1.781, -0.206, 0.057], [-2.719, -0.841, -0.878], [-2.143, -2.181, -1.338], [-0.500, 0.199, -0.557], [-0.488, 0.532, -1.905], [0.705, 1.115, -2.500], [0.744, 1.267, -3.921], [1.901, 1.542, -4.520], [2.122, 1.727, -5.743], [3.115, 1.848, -3.797], [3.199, 1.470, -2.486], [1.908, 1.203, -1.800], [1.828, 0.980, -0.439], [0.697, 0.489, 0.192], [0.862, 0.116, 1.649], [1.494, 1.064, 2.499], [1.459, 0.512, 3.869], [1.031, -0.786, 3.774], [0.784, -1.743, 4.849], [0.403, -2.492, 5.630], [0.872, -1.093, 2.347], [0.589, -2.530, 1.926], [1.426, -2.890, 0.726], [2.145, -3.141, -0.104], [-2.898, 2.005, -0.464], [-3.333, 2.638, 1.123], [-4.262, 1.376, 0.492], [-1.494, 1.258, 1.545], [-2.825, 0.146, 1.858], [-3.749, -1.095, -0.406], [-2.983, -0.092, -1.591], [-2.842, -2.770, -1.876], [-1.259, -1.945, -2.001], [-1.875, -2.754, -0.440], [-1.293, 0.505, -2.603], [3.925, 2.223, -4.374], [4.132, 1.506, -1.895], [2.665, 1.248, 0.270], [1.910, 1.989, 2.113], [1.665, 0.996, 4.786], [-0.408, -2.474, 1.578], [0.838, -3.291, 2.696]], "nbo_charge": [-0.63, -0.21, -0.47, -0.22, -0.61, 0.21, -0.30, 0.34, -0.45, 0.72, -0.58, -0.27, -0.13, -0.17, -0.08, -0.13, 0.18, -0.30, -0.19, -0.02, 0.25, -0.30, -0.32, -0.30, 0.26, -0.29, 0.21, 0.22, 0.21, 0.21, 0.20, 0.21, 0.18, 0.22, 0.22, 0.21, 0.24, 0.24, 0.23, 0.22, 0.23, 0.23, 0.25, 0.28], "e_above_lowest_kj_mol": 598.0, "energy_ha": -1142.29760, "smiles": "CCN(CC)c1cc2oc(=O)ccc2cc1-c1ccc(C#N)n1CC#N", "charge": 0, "multiplicity": 1, "homo_lumo_gap_ha": 0.3030, "homo_energy_ha": -0.310}

=====

{"formula": "C20H18N4O3S2", "method": "ωB97M-V/def2-TZVPD", "symbols": ["O", "S", "O", "O", "C", "C", "C", "C", "C", "C", "N", "C", "S", "C", "C", "C", "C", "N", "C", "N", "N", "C", "C", "C", "C", "C", "C", "C", "C", "H", "H", "H", "H", "H", "H", "H", "H", "H", "H", "H", "H", "H", "H", "H", "H", "H", "H"], "positions_angstrom": [[4.571, 1.657, -4.176], [3.616, 1.416, -3.092], [2.262, 1.936, -3.475], [4.101, 2.184, -1.666], [3.343, 1.991, -0.537], [2.036, 1.376, -0.471], [1.303, 1.261, 0.711], [1.821, 1.765, 1.906], [1.054, 1.660, 3.151], [1.473, 1.627, 4.437], [0.301, 1.578, 5.166], [-0.767, 1.607, 4.310], [-2.436, 1.703, 4.878], [-3.304, 1.722, 3.273], [-3.426, 0.306, 2.780], [-4.059, 0.193, 1.401], [-5.087, -0.576, 0.967], [-5.301, -0.415, -0.370], [-4.426, 0.442, -0.781], [-3.626, 0.830, 0.245], [-0.331, 1.566, 3.098], [3.110, 2.333, 1.853], [3.844, 2.460, 0.687], [3.551, -0.363, -2.701], [2.493, -1.144, -3.135], [2.415, -2.524, -2.794], [3.413, -3.099, -1.989], [4.505, -2.310, -1.605], [4.567, -0.972, -1.963], [1.504, 1.023, -1.361], [0.337, 0.788, 0.648], [2.501, 1.589, 4.770], [0.240, 1.668, 6.207], [-4.313, 2.108, 3.373], [-2.758, 2.331, 2.541], [-2.440, -0.114, 2.686], [-3.977, -0.333, 3.483], [-5.677, -1.228, 1.639], [-4.408, 0.795, -1.833], [-2.847, 1.459, 0.144], [3.574, 2.703, 2.753], [4.868, 2.853, 0.730], [1.701, -0.643, -3.716], [1.542, -3.106, -3.068], [3.300, -4.094, -1.590], [5.324, -2.753, -0.985], [5.386, -0.385, -1.657]], "nbo_charge": [-0.87, 2.27, -0.91, -0.65, 0.27, -0.28, -0.19, 0.02, 0.06, -0.10, -0.53, 0.21, 0.25, -0.51, -0.44, 0.09, -0.10, -0.46, 0.16, -0.53, -0.52, -0.20, -0.25, -0.30, -0.19, -0.20, -0.18, -0.20, -0.19, 0.24, 0.23, 0.23, 0.42, 0.24, 0.24, 0.23, 0.23, 0.20, 0.21, 0.42, 0.21, 0.23, 0.25, 0.23, 0.22, 0.23, 0.23], "e_above_lowest_kj_mol": 328.5, "energy_ha": -2014.01941, "smiles": "O=S(=O)(Oc1ccc(-c2c[nH]c(SCCc3cnc[nH]3)n2)cc1)c1ccccc1", "charge": 0, "multiplicity": 1, "homo_lumo_gap_ha": 0.3050, "homo_energy_ha": -0.298}